[1]
The following is a DFT calculation (ωB97M-V/def2-TZVPD) of a 10-piece molecular cluster, C36H72Br4O16S8 overall.

As for the molecular weight: 1337.11 g/mol. Its HOMO energy is -10.0 eV. As for the structure (SMILES): O=S1(=O)CCCC1.O=S1(=O)CCCC1.O=S1(=O)CCCC1.O=S1(=O)CCCC1.O=S1(=O)CCCC1.O=S1(=O)CCCC1.O=S1(=O)CCCC1.O=S1(=O)CCCC1.BrCCBr.BrCCBr. As for the HOMO-LUMO gap: 10.114 eV.

Structure (XYZ):
```
136
Properties=species:S:1:pos:R:3:mulliken_charge:R:1
O 3.93693 27.40688 -11.66169 -0.616
S 2.60440 27.04999 -12.05299 1.028
O 1.46156 27.97953 -12.05799 -0.641
C 2.56443 26.15546 -13.75043 -0.589
C 2.14118 24.72140 -13.34063 -0.701
C 2.50458 24.38153 -11.86296 -0.582
C 2.12070 25.59996 -11.10555 -0.642
H 3.50604 26.32365 -14.27310 0.335
H 1.90069 26.80058 -14.32607 0.356
H 1.08425 24.67579 -13.60317 0.319
H 2.58768 24.00888 -14.03421 0.354
H 3.57915 24.19957 -11.88000 0.303
H 2.01325 23.50621 -11.43811 0.320
H 2.40162 25.61538 -10.05248 0.427
H 1.05016 25.41213 -11.18774 0.329
O 8.35159 26.27740 -4.28179 -0.625
S 7.60617 27.52064 -4.18824 1.056
O 8.36738 28.72992 -4.00929 -0.637
C 6.43027 27.66588 -5.65700 -0.649
C 5.15383 27.12706 -5.17241 -0.681
C 4.99677 27.57711 -3.72922 -0.605
C 6.29877 27.44449 -2.93395 -0.547
H 7.01016 27.38021 -6.53462 0.446
H 6.02450 28.64252 -5.92090 0.310
H 4.26696 27.47553 -5.70169 0.373
H 5.27649 26.05231 -5.30643 0.285
H 4.27608 26.96418 -3.18790 0.304
H 4.58982 28.58233 -3.83886 0.290
H 6.45744 26.50628 -2.40226 0.373
H 6.46155 28.17239 -2.13912 0.306
O 15.68116 26.30276 -6.52258 -0.633
S 14.57251 26.89393 -7.21815 1.113
O 13.72504 25.95603 -7.99166 -0.659
C 13.49587 27.82936 -5.96890 -0.493
C 12.89794 28.90811 -6.94340 -0.768
C 14.02653 29.62051 -7.80421 -0.585
C 14.85335 28.38904 -8.30307 -0.785
H 14.01134 28.29633 -5.12966 0.182
H 12.81028 27.03788 -5.66620 0.419
H 12.11754 28.62264 -7.64879 0.330
H 12.44750 29.73127 -6.38875 0.431
H 14.73192 30.06753 -7.10372 0.272
H 13.74497 30.31572 -8.59510 0.368
H 15.93048 28.53061 -8.39167 0.417
H 14.44505 27.88397 -9.17846 0.392
O 15.79273 30.09776 -0.23331 -0.634
S 15.46777 29.49075 -1.47534 1.020
O 15.07863 30.28824 -2.65013 -0.625
C 16.72323 28.27437 -2.01979 -0.581
C 16.22997 26.94179 -1.48846 -0.638
C 14.72847 26.81766 -1.40955 -0.481
C 14.05453 28.18807 -1.16884 -0.665
H 17.73113 28.62978 -1.80550 0.453
H 16.35011 28.21618 -3.04228 0.240
H 16.60379 26.25711 -2.24975 0.335
H 16.73996 26.59006 -0.59162 0.332
H 14.50548 26.05268 -0.66578 0.321
H 14.40976 26.35243 -2.34233 0.217
H 13.70219 28.40201 -0.15978 0.388
H 13.33830 28.47851 -1.93744 0.319
O 3.77281 33.20779 -10.81771 -0.686
S 5.16570 33.11079 -10.41658 1.149
O 5.40870 32.59660 -9.08109 -0.653
C 6.16945 32.18499 -11.71471 -0.736
C 7.27870 33.27124 -11.94221 -0.652
C 6.72287 34.64979 -11.95274 -0.545
C 5.82713 34.71272 -10.67499 -0.678
H 5.37886 32.03641 -12.45022 0.354
H 6.44487 31.21604 -11.29830 0.398
H 7.92143 33.24628 -11.06223 0.294
H 8.03271 33.04365 -12.69572 0.398
H 6.06728 34.57574 -12.82039 0.264
H 7.42207 35.47907 -12.06006 0.356
H 5.00390 35.41144 -10.82395 0.367
H 6.28253 34.93966 -9.71104 0.370
O 1.78718 37.09052 -4.87660 -0.616
S 2.87160 36.18438 -5.03271 1.058
O 3.87844 36.48181 -6.08665 -0.628
C 3.80400 35.97456 -3.45396 -0.621
C 3.16536 34.76307 -2.69760 -0.604
C 2.71000 33.65850 -3.69201 -0.703
C 2.13593 34.40307 -5.02171 -0.709
H 3.60531 36.86567 -2.85852 0.328
H 4.86892 35.93266 -3.68266 0.389
H 3.89550 34.37543 -1.98716 0.328
H 2.33356 34.97659 -2.02632 0.315
H 2.19147 32.88704 -3.12274 0.423
H 3.52812 33.03770 -4.05726 0.252
H 1.09769 34.52309 -4.71227 0.315
H 2.26991 33.82553 -5.93637 0.473
O 6.13574 33.43559 2.34445 -0.647
S 6.59258 32.12892 2.87459 1.046
O 5.69968 31.35099 3.74218 -0.626
C 6.83599 31.26909 1.32015 -0.729
C 8.31894 31.43660 0.84862 -0.623
C 9.10986 32.11269 1.92666 -0.408
C 8.38388 31.95156 3.19853 -0.803
H 6.00565 31.54773 0.67131 0.484
H 6.67403 30.25714 1.69141 0.281
H 8.82001 30.63425 0.30708 0.426
H 8.19346 32.16322 0.04589 0.224
H 9.13884 33.19075 1.76838 0.303
H 10.07719 31.61088 1.90264 0.266
H 8.80430 32.54859 4.00779 0.453
H 8.42494 30.92896 3.57362 0.354
O 5.04340 25.44245 2.28229 -0.643
S 5.14011 25.53924 3.74871 1.043
O 5.79838 26.73146 4.27128 -0.632
C 3.43174 25.53171 4.71765 -0.671
C 3.60557 24.34160 5.70020 -0.509
C 5.05788 23.77821 5.84067 -0.632
C 5.72534 24.02349 4.46635 -0.753
H 2.70479 25.30432 3.93794 0.345
H 3.30992 26.52856 5.14140 0.360
H 3.52374 24.72540 6.71711 0.233
H 2.76866 23.69667 5.43237 0.354
H 5.04795 22.69991 5.99965 0.296
H 5.56626 24.16154 6.72538 0.373
H 5.60339 23.20720 3.75438 0.376
H 6.80515 24.11039 4.34558 0.460
Br -4.01922 30.65867 -8.80917 -0.145
C -2.46565 29.86775 -7.98834 -0.645
C -1.81017 30.81654 -6.97347 -0.567
Br -0.26861 29.78180 -6.18529 -0.176
H -1.73775 29.65430 -8.77107 0.375
H -2.86013 28.97034 -7.51173 0.366
H -2.58329 31.11028 -6.26347 0.400
H -1.52825 31.69683 -7.55114 0.394
Br 6.73139 22.06574 -2.13343 -0.188
C 8.24496 21.29552 -1.05898 -0.689
C 9.50985 21.99160 -1.45423 -0.480
Br 10.83816 20.87866 -0.53664 -0.173
H 8.22274 20.24342 -1.34305 0.382
H 7.96766 21.35495 -0.00652 0.409
H 9.65830 23.04102 -1.19971 0.375
H 9.69352 21.93675 -2.52724 0.362
```


[2]
The following is a DFT calculation (ωB97M-V/def2-TZVPD) of a 2-piece molecular cluster, C2H5NO2 overall.

As for the molecular weight: 75.07 g/mol. Its HOMO energy is -9.8 eV. As for the structure (SMILES): NC=O.C=O. As for the HOMO-LUMO gap: 10.635 eV.

Structure (XYZ):
```
10
Properties=species:S:1:pos:R:3:nbo_charge:R:1
N 0.66063 -2.25714 0.27479 -0.822
C 0.06945 -1.14288 -0.20810 0.507
O -0.52219 -1.08081 -1.27460 -0.621
H 1.19260 -2.21905 1.10304 0.392
H 0.48444 -3.18529 -0.11912 0.405
H 0.11452 -0.21337 0.44995 0.135
C -0.47516 2.55985 -0.12957 0.256
O -0.13725 2.18495 0.98514 -0.516
H -0.96932 3.52042 -0.20306 0.124
H -0.41773 1.83332 -0.87847 0.140
```


[3]
The following is a DFT calculation (ωB97M-V/def2-TZVPD) of C15H12Co2NO6 as an isolated structure.

As for the molecular weight: 420.13 g/mol. Its HOMO energy is -4.0 eV. Its charge is -1. As for the HOMO-LUMO gap: 6.482 eV.

Structure (XYZ):
```
36
Properties=species:S:1:pos:R:3:nbo_charge:R:1
C -3.44616 -3.56894 -1.76565 -0.636
C -2.10784 -2.96693 -1.83298 0.109
C -1.67361 -1.64131 -1.96361 -0.293
C -0.24720 -1.65827 -1.97475 -0.290
C 0.15596 -2.99364 -1.84219 0.112
C 1.48049 -3.61923 -1.75607 -0.638
N -0.98393 -3.74834 -1.76767 -0.512
H -4.19766 -2.77280 -1.73747 0.231
H -3.63772 -4.20166 -2.64656 0.204
H -3.55990 -4.19245 -0.86525 0.208
H -2.32363 -0.77418 -2.00035 0.225
H 0.42566 -0.81028 -2.04077 0.232
H 2.24148 -2.83418 -1.70808 0.236
H 1.56447 -4.24676 -0.85626 0.210
H 1.68004 -4.25015 -2.63528 0.204
H -0.99783 -4.76203 -1.67978 0.397
O -2.28200 4.49198 -0.00001 -0.568
C -1.22883 4.44090 0.48629 0.515
Co 0.33189 4.25778 1.22817 -0.005
C 1.41703 4.18216 -0.15820 0.419
O 2.10100 4.13831 -1.09526 -0.557
C 0.71121 5.55926 2.34082 0.409
O 0.95350 6.43914 3.05875 -0.559
C 0.01956 2.44793 2.13213 -0.527
C -0.11701 1.33487 1.31099 -0.108
C -0.83339 0.59099 0.46635 -0.543
Co 1.52368 1.45452 2.04606 -0.078
C 2.69843 1.14392 0.68787 0.514
O 3.64211 0.89186 0.07212 -0.532
C 1.72290 -0.09642 2.91341 0.570
O 1.94056 -1.03116 3.55627 -0.536
C 2.59645 2.47602 3.04253 0.539
O 3.23487 3.15957 3.71868 -0.533
H -0.56638 2.63088 3.04699 0.204
H -0.37816 -0.30131 0.03825 0.193
H -1.86006 0.82993 0.18051 0.184
```


[4]
The following is a DFT calculation (ωB97M-V/def2-TZVPD) of C26H24F7N3O2PtSeTe as an isolated structure.

The multiplicity is 5. As for the molecular weight: 945.12 g/mol. Its HOMO energy (spin up / spin down) is -7.2 / -7.1 eV. As for the HOMO-LUMO gap (spin up / spin down): 6.993 / 4.247 eV.

Structure (XYZ):
```
65
Properties=species:S:1:pos:R:3:lowdin_spin:R:1
Pt -0.29033 0.32350 0.63127 1.457
C 2.66772 -2.58871 1.02963 0.014
C 1.98877 -1.38131 1.70659 0.044
O 1.88070 -0.25131 1.18725 0.068
N 1.41693 -1.64024 2.88253 0.012
C 1.20320 -0.62059 3.88760 0.003
C -0.12741 0.19779 3.87538 0.012
C -0.42312 0.80529 5.11280 0.002
C -1.68112 1.35170 5.30856 0.003
C -2.59351 1.34278 4.26704 0.002
C -2.21981 0.71326 3.08676 0.010
N -0.99456 0.22568 2.84531 0.072
H 2.96603 -2.31722 -0.00530 0.009
H 1.99175 -3.42491 1.02643 0.001
H 3.50331 -2.85448 1.67910 0.000
H 1.37223 -2.61193 3.19584 0.001
H 2.03432 0.03820 3.87680 0.000
H 1.21936 -1.01484 4.89745 0.000
H 0.32845 0.85543 5.88371 0.000
H -1.89412 1.78453 6.29750 0.000
H -3.59317 1.81471 4.35179 0.000
H -2.96708 0.56674 2.34382 0.001
C -2.17420 2.37141 -1.77788 0.003
C -2.71227 2.23029 -0.35897 0.016
O -2.10818 1.26947 0.44033 0.173
C -2.58849 3.65240 0.38589 0.002
F -2.76547 3.57625 1.72239 0.000
F -1.35619 4.14025 0.11693 0.000
F -3.56400 4.56515 -0.08843 0.001
C -4.22667 1.76601 -0.35741 0.007
F -4.84817 2.25668 -1.46588 0.003
F -4.99113 2.06038 0.79215 0.001
F -4.17671 0.40203 -0.41555 0.000
H -1.07919 2.61241 -1.65315 -0.001
H -2.68012 3.16406 -2.30422 0.000
H -2.30932 1.42808 -2.30628 0.004
Te 0.38664 -0.95968 -1.57163 0.755
C -0.53049 -2.83735 -1.09142 0.081
C -1.90689 -2.79100 -0.87275 0.040
C -2.50904 -3.88160 -0.14952 -0.003
C -1.80987 -5.09642 0.00915 0.021
C -0.48516 -5.15001 -0.46381 -0.002
C 0.14322 -4.02410 -0.95052 0.025
H -2.47908 -1.94811 -1.23129 0.006
H -3.55083 -3.82427 0.17300 -0.001
H -2.23099 -6.00099 0.38313 0.001
H 0.07432 -6.10785 -0.47833 0.000
H 1.22019 -3.96626 -1.08688 0.003
F 2.40288 -1.63409 -6.30776 0.044
C 2.84241 -0.63864 -5.46682 0.159
C 2.16371 0.60967 -5.54826 -0.023
C 2.47876 1.59673 -4.64172 0.128
C 3.54708 1.40342 -3.68657 0.039
C 3.75862 2.43612 -2.78184 0.483
C 4.31703 0.17707 -3.78416 0.134
C 3.93681 -0.84886 -4.60418 -0.014
H 1.40687 0.67635 -6.27896 -0.005
H 2.02708 2.57247 -4.71123 0.005
H 3.19196 3.38160 -2.90681 0.024
H 4.28819 2.19860 -1.86304 0.027
H 5.22667 0.08477 -3.22055 0.007
H 4.52211 -1.75148 -4.61170 -0.004
Se 1.68576 4.52803 2.43695 0.004
C 1.10972 2.97541 1.82953 0.012
N 0.56390 2.01150 1.38019 0.136
```


For each record above, in turn, the calculated largest force on an atom values are 3.71; 3.59; 4.66; 3.94 eV/Å.
For each record above, in turn, the calculated energy values are -438101.4321; -7739.2632; -104776.6211; -130820.3478 eV.
For each record above, in turn, the calculated ΔE to the lowest compared entry with this formula, charge and spin values are 573.46; 143.59; 19.47; 7.41 kJ/mol.